1.
60
Properties=species:S:1:pos:R:3:forces:R:3:nbo_charge:R:1 method="wB97M-V/def2-TZVPD" gap_ev=8.63 energy_ev=-41594.51812 multiplicity=1
C 5.2086 2.2584 0.9014 -0.31 -0.19 0.05 -0.63
C 3.7946 2.7090 0.5608 0.07 0.33 0.80 -0.06
O 3.7888 4.0881 0.2458 0.09 0.09 -0.59 -0.55
C 2.4553 4.5783 0.0286 0.94 -0.63 0.37 -0.05
C 1.8849 5.1098 1.3597 -0.56 0.17 -0.59 -0.85
B 0.3360 4.8860 1.6009 0.07 0.09 -0.24 1.08
C -0.3901 3.5765 2.0897 -0.17 0.54 0.36 -0.82
C -0.5135 2.4823 1.0134 -1.24 -0.61 0.42 0.44
N 0.5816 1.5459 1.1647 0.36 0.58 -0.40 -0.85
N -1.8031 1.7603 1.2788 0.27 -0.31 0.02 -0.87
N -0.5265 3.0642 -0.3165 1.06 0.29 0.15 -0.86
O -0.5096 6.0059 1.4123 -0.10 -0.79 -0.38 -0.62
N -0.2115 6.8290 0.2892 -0.01 0.46 -0.13 0.41
O -0.4663 6.2946 -0.7162 0.13 0.10 0.32 -0.24
H 5.1668 1.5378 1.7188 0.03 -0.11 -0.04 0.20
H 5.6915 1.7705 0.0580 0.24 0.21 -0.04 0.20
H 5.7845 3.1056 1.2664 0.11 0.06 -0.18 0.23
H 3.3584 2.1225 -0.2547 -0.03 -0.01 -0.04 0.15
H 3.1693 2.5741 1.4500 -0.20 -0.21 -0.12 0.17
H 1.8786 3.7544 -0.3877 -0.29 0.16 -0.01 0.19
H 2.5661 5.3550 -0.7249 -0.26 0.15 0.04 0.19
H 2.4609 4.6479 2.1614 -0.05 -0.08 0.06 0.25
H 2.0632 6.1864 1.3875 0.23 0.00 0.21 0.23
H 0.1047 3.1612 2.9694 0.04 -0.20 -0.06 0.24
H -1.4034 3.8192 2.4125 -0.01 0.11 -0.01 0.24
H 0.7021 0.9837 0.3316 -0.07 -0.07 0.15 0.36
H 0.3810 0.9506 1.9568 0.10 -0.10 0.00 0.37
H -2.5194 2.0682 0.6320 -0.09 0.20 0.13 0.35
H -1.6913 0.7717 1.0755 -0.01 -0.05 0.00 0.36
H -1.3706 3.5894 -0.4852 -0.05 0.01 -0.08 0.38
H -0.3751 2.3735 -1.0389 -0.28 -0.06 -0.06 0.37
O -2.5327 -1.9214 0.1176 1.33 -0.44 2.74 -1.03
P -1.6052 -3.0562 -0.2185 -0.83 -0.77 -5.15 2.32
N -0.5525 -2.3199 -1.3646 0.43 -0.33 -0.39 -0.81
C -0.9163 -2.0793 -2.7481 -0.32 -0.03 -0.12 -0.40
C 0.2164 -1.2334 -0.7796 0.03 -0.16 0.50 -0.43
N -2.7695 -4.1773 -0.8284 -0.65 0.06 0.36 -0.80
C -2.8308 -4.6265 -2.2022 0.41 -0.32 -0.08 -0.40
C -4.1195 -4.0411 -0.2850 -0.07 0.32 -0.05 -0.40
N -0.5020 -4.2972 0.1202 -0.26 0.83 2.24 -0.77
C 0.6700 -4.6757 -0.6457 0.48 0.42 -0.09 -0.38
C -0.9106 -5.2801 1.1185 -0.07 -0.05 0.02 -0.40
H -0.0381 -1.7337 -3.2969 0.03 0.14 0.13 0.20
H -1.7177 -1.3364 -2.8644 0.01 -0.01 -0.06 0.18
H -1.2140 -2.9951 -3.2539 -0.11 0.02 0.13 0.20
H 0.9976 -1.6383 -0.1228 -0.03 0.09 0.06 0.20
H -0.4131 -0.5668 -0.1830 -0.05 0.00 -0.07 0.19
H 0.7197 -0.6308 -1.5363 -0.06 -0.17 -0.19 0.20
H -3.1935 -3.8436 -2.8812 -0.01 -0.07 -0.04 0.17
H -3.5123 -5.4765 -2.2834 -0.05 0.03 0.10 0.20
H -1.8649 -4.9932 -2.5562 0.07 0.17 0.01 0.20
H -4.6945 -3.2527 -0.7862 -0.05 -0.01 0.06 0.18
H -4.0899 -3.8098 0.7771 0.01 0.09 -0.03 0.21
H -4.6553 -4.9871 -0.3942 0.11 -0.05 -0.12 0.19
H 0.4093 -5.0412 -1.6424 -0.03 0.05 0.00 0.19
H 1.2050 -5.4741 -0.1282 -0.20 -0.03 0.13 0.20
H 1.3807 -3.8588 -0.7511 -0.06 0.05 -0.11 0.21
H -1.3131 -6.1814 0.6462 -0.01 0.01 -0.01 0.19
H -1.6789 -4.8702 1.7743 -0.07 -0.01 -0.06 0.21
H -0.0709 -5.5621 1.7576 0.03 0.05 -0.04 0.20


2.
9
Properties=species:S:1:pos:R:3:forces:R:3:nbo_charge:R:1 method="wB97M-V/def2-TZVPD" gap_ev=9.88 energy_ev=-22804.23920 e_above_lowest_kcal_mol=9.0 multiplicity=1
S 0.9611 0.6876 1.8648 0.33 0.08 0.56 -0.29
H 0.8629 1.9418 1.4109 0.11 -0.02 -0.13 0.15
H 1.8228 0.2883 0.9222 -0.05 0.14 -0.12 0.16
C -1.2167 -0.6369 -0.1856 0.15 -1.26 -0.12 -0.74
S -0.3345 -0.4000 -1.7514 -0.12 0.61 0.22 -0.05
H -0.6896 -1.5365 0.1528 -0.38 -0.07 0.22 0.22
H -1.0849 0.0588 0.6340 -0.03 0.43 -0.58 0.24
H -2.2577 -0.9014 -0.3532 -0.02 0.11 -0.01 0.21
H -0.8712 0.7748 -2.1101 0.01 -0.01 -0.05 0.11